Entry 1:
The following is a quantum chemistry calculation of a cluster of 2 separate species, C5H7F in total at a distorted geometry, from the OMol25 dataset.

Orbital gap (spin up / spin down) ... 7.37 / 7.38 eV
E_LUMO (spin up / spin down) ... -1.284 / -1.281 eV
Energy relative to the best compared isomer or geometry (same formula, charge and spin) ... 564.5 kJ/mol

The geometry in XYZ format:
```
13
Properties=species:S:1:pos:R:3:forces:R:3
H 0.4733 -1.0151 -0.9213 0.3 -0.2 -0.5
H 1.0108 0.6828 2.1313 -0.9 -0.2 -0.5
C 0.4210 0.7117 0.0035 -1.9 2.9 -0.2
H -4.3366 0.1683 -0.6200 0.9 0.8 0.7
H -0.0539 -0.6249 1.3525 -0.5 -0.9 0.9
C -2.2178 0.3446 0.1845 2.2 0.5 -0.3
C -3.3764 0.4797 -0.1692 -1.0 -1.2 -0.8
H 1.7071 -0.4924 1.0454 -0.1 -0.3 0.1
H 0.2918 0.1936 -2.2226 0.2 0.3 2.0
C 0.7718 0.0299 1.2708 1.4 1.5 -0.1
C 0.8033 -0.0129 -1.2092 -4.1 -0.7 -1.9
F 0.2775 2.0699 -0.0585 0.7 -2.6 0.2
H 1.7943 -0.0347 -1.4874 2.7 0.2 0.2
```
Forces are in eV/Å.

Mulliken atomic charge list, values in e, 8 entries: H 0.321; H 0.333; C 0.732; H 0.281; H 0.346; C -0.634; C -0.176; H 0.362

Entry 2:
The following is a quantum chemistry calculation of the molecule C7H7ClN6O at a distorted geometry, from the OMol25 dataset.

Orbital gap (spin up / spin down) ... 7.82 / 7.47 eV
Expectation value of S² ... 2.02
E_LUMO (spin up / spin down) ... 0.345 / -3.145 eV
Energy relative to the best compared isomer or geometry (same formula, charge and spin) ... 0.0 kJ/mol
2S+1 ... 3

The geometry in XYZ format:
```
22
Properties=species:S:1:pos:R:3:forces:R:3
C 2.6483 -0.1482 -0.7099 0.4 0.1 -0.5
C -1.5149 -1.9841 -1.2263 0.2 1.4 0.0
N -0.6319 1.3916 0.1579 7.0 0.4 2.7
C -0.6948 -0.7420 -0.9765 -3.6 1.8 -0.6
N 1.4349 2.3750 -2.5980 0.0 3.1 -2.6
H 1.7451 -0.4109 1.6230 1.3 -0.7 0.2
Cl -3.0091 0.9368 -0.6373 0.7 -0.8 0.1
H 0.1305 -0.7345 1.5372 -0.1 -0.1 -0.4
H -2.5550 -1.8096 -1.3782 -0.7 0.5 -0.7
N 0.8449 -0.0307 1.5246 -0.7 2.2 -1.0
C 0.8417 0.9735 0.4306 -1.2 -0.4 0.4
N 3.6379 -0.7026 -0.6432 1.2 -0.6 0.4
C -1.3538 0.4899 -0.4365 -3.5 -4.8 -3.4
H -1.5382 -2.3614 -0.2471 0.3 -1.8 1.2
H 1.5181 2.2292 1.8097 0.4 -0.4 -1.3
N 0.5155 -0.8209 -1.3428 2.8 2.2 0.2
C 1.3697 0.4501 -0.9465 -1.7 -3.2 0.9
H 1.0286 2.9755 0.4733 1.3 -1.5 0.1
H -1.0517 -2.5832 -2.0000 0.0 -0.3 0.3
O -0.9000 2.5303 0.5149 -2.2 3.1 0.3
C 1.4518 1.4748 -1.9354 -0.5 -2.2 1.8
N 1.6053 2.1152 0.7648 -1.3 2.0 1.8
```
Forces are in eV/Å.

Mulliken atomic charge list, values in e, 8 entries: C -0.476; C -1.383; N 0.513; C 0.572; N -0.458; H 0.299; Cl -0.108; H 0.245

Entry 3:
The following is a quantum chemistry calculation of a structure of composition C29H29MnN5S2SbTe at a distorted geometry, from the OMol25 dataset.

Orbital gap (spin up / spin down) ... 7.72 / 4.66 eV
Expectation value of S² ... 4.19
E_LUMO (spin up / spin down) ... -7.943 / -11.004 eV
Energy relative to the best compared isomer or geometry (same formula, charge and spin) ... 0.0 kJ/mol
2S+1 ... 4
Charge ... +3

The geometry in XYZ format:
```
68
Properties=species:S:1:pos:R:3:forces:R:3
H -1.5162 -4.9289 0.1099 0.0 0.0 0.0
S -0.2700 0.0001 -1.3266 0.3 0.1 -0.1
C -1.8367 -0.0468 5.1264 0.1 0.0 0.0
H 1.8422 2.5187 -4.9211 0.0 0.0 0.0
C -0.3472 -0.0206 -4.5535 0.0 -0.1 0.1
C -1.9812 -4.0123 0.4480 0.0 -0.1 0.0
C -1.1946 -2.8938 0.6753 0.0 0.1 0.0
H 0.7886 -2.4477 1.3349 0.0 0.0 0.0
H 8.2017 -1.1391 0.6192 0.0 0.0 0.0
H -0.6690 -0.0360 6.9364 0.0 0.0 0.0
C -1.5022 -0.5866 -2.3788 0.0 -0.2 0.3
N -2.6258 -1.1130 -1.8803 0.0 0.1 -0.1
C -3.4605 3.7214 0.6056 0.0 0.0 0.0
H 0.2365 1.6168 -3.2867 0.0 0.0 -0.1
C 5.0791 0.0509 -0.4269 -0.1 -0.1 0.0
N -0.6126 -0.0460 3.0824 0.1 0.0 -0.1
H 0.6462 -3.9680 0.4609 0.0 0.0 0.0
H 2.6772 -0.0602 3.6593 0.0 0.0 0.0
H -3.3903 -1.3853 -2.4792 0.0 0.0 0.0
N -1.3444 -0.6017 -3.6910 0.0 0.1 -0.2
Sb -3.7183 -0.0954 2.7354 0.2 0.0 -0.3
Te 3.1991 0.0798 -1.1704 0.2 0.1 -0.1
H -4.1112 4.5585 0.3890 0.0 0.0 0.0
H -2.7905 -0.0531 5.6375 0.0 0.0 0.0
H -0.8119 -1.4813 -6.0572 0.0 0.0 0.0
C 7.1194 0.7828 0.3988 0.0 0.0 0.0
C -3.1111 1.4990 1.4142 -0.1 -0.1 0.2
C -3.9679 2.5574 1.1679 0.0 0.0 0.0
H 0.5549 3.8038 0.5517 0.0 0.0 0.1
H -4.9140 -2.7421 1.5219 0.0 0.0 0.0
C 1.4436 1.0195 -6.3960 0.0 0.0 0.0
H 0.5951 -2.4555 -0.4389 0.0 0.0 0.0
C -3.8711 -2.7927 1.2369 0.0 0.0 0.0
C -3.3431 -3.9520 0.6817 0.0 0.0 0.0
H 0.7875 -0.5627 -7.6897 0.0 0.0 0.0
H 2.1318 1.4360 -7.1189 0.0 0.0 0.0
H -1.6518 4.7380 0.0409 0.0 0.0 0.0
C 5.8569 1.1574 -0.0319 0.0 0.0 -0.1
C 0.1980 2.7792 0.4599 0.0 0.0 -0.1
C 0.6876 -0.0978 -6.7185 0.0 0.0 0.0
C -1.7876 -0.0529 3.7421 -0.3 0.0 0.1
C 7.3102 -0.5935 0.3384 0.0 0.0 0.0
H 7.8797 1.4726 0.7363 0.0 0.0 0.0
C 1.2861 1.6204 -5.1568 0.0 0.0 0.0
C -1.2909 2.7172 0.6327 0.0 -0.1 0.0
H 5.5109 2.1810 -0.0801 0.0 0.0 0.0
C -3.0393 -1.7068 1.4589 -0.1 0.1 0.2
C 0.2931 -2.9389 0.4908 0.0 0.0 0.0
H -2.7871 -1.0932 -0.8882 0.0 0.0 0.0
H 1.8901 -0.9054 2.3389 0.0 0.0 0.0
H -3.9760 -4.8073 0.4809 0.0 0.0 0.0
H -2.0429 -1.1239 -4.2052 -0.1 0.1 0.0
C 0.5362 -0.0388 3.7809 0.1 0.0 -0.1
C -2.0975 3.8143 0.3850 -0.1 0.1 0.0
C 0.5451 -0.0364 5.1660 0.0 0.0 0.1
H 0.4999 2.4122 -0.5214 0.0 0.0 0.0
C 1.8164 -0.0321 2.9947 0.0 0.0 0.0
C -0.2123 -0.6140 -5.8005 0.0 -0.1 0.0
H -5.0136 2.4837 1.4361 0.0 0.0 0.0
N -1.8093 1.5582 1.0870 0.4 0.3 -0.1
C -0.6535 -0.0379 5.8544 0.0 0.0 0.0
H 0.6949 2.1924 1.2440 0.0 0.0 0.0
H 1.9090 0.8765 2.3922 0.0 0.0 0.0
Mn -0.5663 -0.0527 1.0263 -1.0 -0.1 0.5
C 0.3902 1.1077 -4.2266 0.0 0.2 0.0
S 5.9612 -1.4328 -0.2453 0.1 0.1 0.0
H 1.4870 -0.0342 5.6972 0.0 0.0 0.0
N -1.7371 -1.7358 1.1128 0.4 -0.3 -0.1
```
Forces are in eV/Å.

Mulliken atomic charge list, values in e, 8 entries: H 0.508; S 0.192; C -0.845; H 0.435; C 0.557; C -0.958; C 0.876; H 0.073

Entry 4:
The following is a quantum chemistry calculation of a cluster of 4 separate species, C14H17Br3N2O5 in total at a distorted geometry, from the OMol25 dataset.

Orbital gap (spin up / spin down) ... 8.35 / 1.98 eV
Expectation value of S² ... 0.76
E_LUMO (spin up / spin down) ... -3.509 / -8.132 eV
2S+1 ... 2
Charge ... +1

The geometry in XYZ format:
```
41
Properties=species:S:1:pos:R:3:forces:R:3
H 11.2470 -7.9789 -18.4729 0.1 -0.2 0.0
N 13.5337 -5.8349 -24.3145 5.0 -4.2 4.6
C 12.9468 -10.1445 -22.5118 0.2 1.0 -0.6
H 9.1434 -4.3850 -15.7864 -0.2 -0.1 0.0
C 10.7587 -5.9107 -18.3722 -0.4 -0.7 1.1
H 12.9850 -10.6395 -24.6729 -0.3 -0.5 0.4
H 12.1624 -10.8292 -22.2248 -0.1 0.0 0.1
O 12.6378 -8.9079 -20.4942 1.4 0.2 0.0
O 13.3043 -5.1519 -26.3699 0.5 0.7 -1.4
C 13.3983 -9.1215 -21.5993 -0.6 -0.2 -0.9
C 14.3784 -9.2033 -24.1460 1.1 0.3 -3.1
O 14.9143 -9.1878 -25.4260 -0.3 0.5 1.8
C 13.3587 -10.0764 -23.8304 0.0 -0.7 1.1
C 13.6268 -3.2735 -19.6857 -0.7 0.5 -0.3
C 9.5466 -5.1972 -16.3731 -0.2 -1.5 0.6
H 9.1135 -6.8804 -14.9904 -0.2 0.4 0.1
H 13.5406 -3.6775 -18.6771 0.2 -0.1 -0.4
N 11.8711 -4.6854 -24.7316 -6.1 3.7 0.4
Br 11.8162 -2.3880 -19.9524 1.9 -0.2 -0.6
C 10.0815 -4.9075 -17.6300 0.2 1.8 -1.9
H 14.9006 -10.0468 -25.8544 -0.3 -0.3 -0.1
H 14.7713 -7.4939 -21.2217 0.0 0.2 -0.2
H 10.1381 -3.5495 -19.0685 0.2 -0.3 -0.1
H 10.2179 -9.3103 -17.0619 0.0 -1.1 0.2
C 9.5179 -6.5371 -15.9311 0.7 1.3 -0.7
H 15.4698 -7.4306 -23.6962 0.7 -0.5 0.2
H 14.3732 -6.3119 -24.6110 -0.4 0.1 0.2
H 11.5454 -4.6976 -23.7756 0.5 -0.1 -0.3
C 10.1196 -7.5370 -16.7239 -1.7 -0.7 2.6
Br 13.8670 -4.8145 -20.9866 -0.1 1.5 1.1
C 10.7420 -7.2310 -17.8795 1.0 1.5 -2.2
H 11.2578 -4.2206 -25.3858 0.1 0.0 0.2
H 13.0694 -6.0875 -23.4539 0.4 0.0 -0.3
C 12.9522 -5.1706 -25.2134 -0.4 0.2 -3.7
O 9.9017 -3.5816 -18.1387 -0.2 -2.9 2.1
H 11.3274 -5.7345 -19.2732 -0.2 0.3 -0.2
H 12.2552 -9.7356 -20.1940 -0.3 -0.3 0.0
C 14.8687 -8.2339 -23.2966 -0.3 0.9 2.1
O 9.9777 -8.8397 -16.2604 0.4 1.6 -1.1
C 14.4151 -8.1825 -21.9737 -0.8 -1.2 -0.6
Br 15.0188 -1.8943 -19.6695 -0.8 -1.1 -0.3
```
Forces are in eV/Å.

Mulliken atomic charge list, values in e, 8 entries: H 0.228; N -0.119; C -0.611; H 0.436; C -0.230; H 0.435; H 0.358; O -0.295

Entry 5:
The following is a quantum chemistry calculation of the ion C3H10N3 with charge +1 at a distorted geometry, from the OMol25 dataset.

Orbital gap ... 10.96 eV
SMILES string ... C[NH+](C)/N=C/N
E_LUMO ... -3.350 eV
Energy relative to the best compared isomer or geometry (same formula, charge and spin) ... 349.4 kJ/mol
Charge ... +1

The geometry in XYZ format:
```
16
Properties=species:S:1:pos:R:3:forces:R:3
H -0.4989 0.1715 -1.2368 -0.8 -0.5 0.8
H -2.6056 1.2029 -0.2605 -1.0 -0.5 -1.2
H -1.6417 -1.0891 1.2324 -0.5 -0.5 -1.8
C 1.7567 -0.0127 -0.2549 -0.4 -1.5 -4.5
C -1.3435 -1.2489 0.1400 -1.0 0.9 -0.1
H 3.6374 -0.4389 -0.4602 0.8 -0.1 -0.5
H -1.8581 1.2626 1.2352 0.7 -0.2 -0.2
H -0.5327 -1.9334 0.2100 0.5 -0.9 -0.4
H 1.6497 -0.2559 -1.3849 0.3 0.2 1.7
H -2.1006 -1.4974 -0.7395 1.2 0.3 2.5
H 3.3609 0.2004 1.0647 -0.5 0.0 0.3
H -1.1724 2.1999 -0.1243 0.3 -0.2 -0.1
N -0.7542 0.0560 -0.2291 2.9 2.8 -0.7
N 0.7733 0.2786 0.4398 -5.4 0.7 2.7
C -1.6407 1.2637 0.1571 1.4 -0.6 1.1
N 2.9703 -0.1593 0.2111 1.5 0.2 0.3
```
Forces are in eV/Å.

Mulliken atomic charge list, values in e, 8 entries: H 0.425; H 0.411; H 0.304; C 0.191; C -0.707; H 0.235; H 0.337; H 0.317

Entry 6:
The following is a quantum chemistry calculation of the molecule C7H10 at a distorted geometry, from the OMol25 dataset.

Orbital gap ... 8.90 eV
SMILES string ... C[C@@H]1C2=CCC[C@@H]21
E_LUMO ... 0.994 eV
Energy relative to the best compared isomer or geometry (same formula, charge and spin) ... 353.2 kJ/mol

The geometry in XYZ format:
```
17
Properties=species:S:1:pos:R:3:forces:R:3
H -1.8456 -1.6340 -0.5359 0.0 0.1 0.0
C 1.7005 0.3814 0.5850 0.5 -0.6 0.3
C -1.9642 0.5256 -0.0728 -0.1 0.0 -0.1
H 2.1466 -0.5673 0.9447 1.7 0.4 -1.4
H -1.2766 1.2957 0.2999 -0.2 -0.2 -0.2
C -1.2390 -0.7884 -0.2207 -0.4 0.0 -0.1
H 0.3912 -1.7262 -1.4065 -0.1 0.0 0.3
H -2.3825 0.8576 -1.0258 -0.1 0.0 0.0
C -0.1128 -1.0028 0.6870 -0.2 0.6 0.1
C 0.5229 -0.0586 1.4059 -0.4 0.0 0.1
H 0.3423 0.2864 2.4151 -0.4 0.1 -0.1
C 0.2076 -0.8641 -0.7634 0.1 -0.1 -0.1
C 1.1919 0.3046 -0.8871 0.1 -0.1 0.2
H 0.7282 1.2292 -1.2857 0.2 -0.2 0.6
H 2.3401 1.2241 0.8600 -0.4 -0.1 0.2
H 2.0059 0.0732 -1.5842 -0.2 -0.1 0.1
H -2.7700 0.4322 0.6617 0.0 0.1 -0.1
```
Forces are in eV/Å.

Mulliken atomic charge list, values in e, 8 entries: H 0.434; C -0.350; C -1.341; H 0.240; H 0.315; C 0.004; H 0.377; H 0.325